Record 1
Computed, not measured: C7H11F6N2O5S5Sc as an isolated structure at a distorted geometry, with ωB97M-V/def2-TZVPD.

Last column: Mulliken charge in e.
Cartesian coordinates (Å):
Sc  0.2861  -0.7162  0.5572  0.769
F  3.5692  0.6670  3.2764  -0.155
C  2.7625  0.0124  4.0776  0.560
F  2.2220  0.7875  4.9726  -0.138
F  3.3335  -1.0382  4.6020  -0.142
S  1.4051  -0.6287  2.9448  1.323
O  0.6653  0.4587  2.2560  -0.563
O  2.0374  -1.3678  1.8314  -0.547
N  0.4543  -1.4769  3.8397  -0.446
S  -0.8672  -1.9802  3.1314  1.069
O  -1.4673  -3.0975  3.7362  -0.516
O  -0.6069  -2.0687  1.6483  -0.479
C  -2.0822  -0.5308  3.1146  0.753
F  -1.7198  0.3886  3.9677  -0.185
F  -2.0376  -0.0216  1.8504  -0.159
F  -3.2818  -0.9737  3.3545  -0.176
S  -0.3971  1.4655  -0.5480  -0.374
C  -1.5315  1.3982  -1.8279  0.546
N  -2.7203  0.8469  -1.7654  -0.085
C  -3.5583  0.8923  -2.9719  -0.607
C  -2.9181  1.9251  -3.9090  -0.482
S  -1.2083  2.1756  -3.3128  -0.024
H  -3.0574  0.4266  -0.9127  0.161
H  -4.5695  1.1819  -2.6989  0.350
H  -3.5910  -0.0972  -3.4261  0.306
H  -3.4269  2.8846  -3.8868  0.352
H  -2.8715  1.5694  -4.9334  0.387
C  1.7436  -3.9315  -0.4407  -0.769
S  1.5976  -2.7282  -1.7517  0.459
C  3.2729  -2.1300  -1.8229  -0.854
O  0.8326  -1.5390  -1.0671  -0.327
H  2.2725  -4.8033  -0.8272  0.475
H  0.7336  -4.2220  -0.1588  0.306
H  2.2847  -3.4922  0.3939  0.169
H  3.9235  -2.9677  -2.0780  0.436
H  3.5389  -1.7092  -0.8555  0.250
H  3.3229  -1.3804  -2.6105  0.359

Total charge ... +2
LUMO ... -6.5 eV
ΔE to the lowest compared entry with this formula, charge and spin ... 9.9 kcal/mol
E_tot ... -111823.2176 eV
Maximum force ... 2.07 eV/A

***

Record 2
Computed, not measured: a 2-piece molecular cluster, C7H11FNO overall at a distorted geometry, with ωB97M-V/def2-TZVPD.

Last column: Mulliken charge in e.
Cartesian coordinates (Å):
C  -1.4837  -1.1169  0.4578  -0.632
C  -2.7896  -0.7825  0.4589  -0.199
C  -1.9026  0.6223  -0.9135  -0.490
C  -0.8282  -0.1784  -0.3784  0.502
C  0.9471  0.8821  -1.7426  -1.792
C  1.6316  -0.7863  0.0426  -0.577
C  0.5636  -0.0440  -0.6909  1.221
N  1.2796  -1.4152  1.2788  -0.620
O  -3.0280  0.2199  -0.3852  -0.249
F  0.9981  2.3087  1.7027  -0.379
H  -1.1308  -1.9578  1.0631  0.501
H  -3.5686  -1.3895  1.0546  0.350
H  -1.8559  1.4991  -1.6374  0.335
H  1.1243  1.8526  -1.2969  0.395
H  0.1790  0.9412  -2.5033  0.463
H  1.8536  0.6387  -2.2213  0.463
H  2.5393  0.0261  0.0705  0.343
H  1.7855  -1.6210  -0.6564  0.358
H  2.2096  -1.6455  1.8945  0.322
H  0.7883  -0.6601  1.8797  0.297
H  0.6879  2.6065  2.5230  0.388

Total charge ... +1
LUMO (spin up / spin down) ... -5.7 / -5.7 eV
ΔE to the lowest compared entry with this formula, charge and spin ... 11.2 kcal/mol
E_tot ... -13683.2065 eV
Maximum force ... 4.37 eV/A

***

Record 3
Computed, not measured: C7H11GdI2N2OS as an isolated structure at a distorted geometry, with ωB97M-V/def2-TZVPD.

Last column: Mulliken charge in e.
Cartesian coordinates (Å):
C  3.5714  3.7828  -1.2054  0.427
I  2.3308  2.2684  -1.8152  -1.206
H  2.6859  3.8159  -0.4239  -0.006
H  3.6791  4.7650  -1.5096  0.147
H  4.4229  3.6644  -0.5415  0.065
C  0.4507  -2.1825  -3.2117  -0.444
C  -1.2962  -1.2747  -2.0767  -0.352
N  -0.4971  -2.3427  -2.2120  0.386
H  0.7423  -0.3730  -4.4927  0.438
I  -4.4639  1.1953  -0.2616  -0.635
N  -0.8584  -0.4260  -3.0465  0.279
H  1.0956  -2.9512  -3.5186  0.488
Gd  -1.8619  -0.2339  -0.1600  0.388
C  -0.2764  0.8885  -0.6735  -0.192
O  -0.4260  1.8720  -0.0714  -0.386
C  0.2215  -0.9212  -3.7132  -0.593
C  -1.3928  0.9590  -3.2536  -0.889
H  -1.7698  0.9646  -4.2882  0.372
H  -0.6189  1.7500  -3.1598  0.311
H  -2.2326  1.1569  -2.5787  0.248
C  -0.6125  -3.5493  -1.3842  -0.696
H  0.1504  -4.2642  -1.7142  0.268
H  -1.6173  -3.9808  -1.5050  0.234
H  -0.4771  -3.2883  -0.3162  0.191
S  -0.5030  -1.3697  1.4542  -0.842

2S+1 ... 8
Total charge ... -2
LUMO (spin up / spin down) ... 3.0 / 4.2 eV
E_tot ... -60329.2672 eV
Maximum force ... 6.48 eV/A

***

Record 4
Computed, not measured: C7H11I2NO3 as an isolated structure, with ωB97M-V/def2-TZVPD.

Last column: Mulliken charge in e.
Cartesian coordinates (Å):
C  3.8971  0.2642  1.0868  -1.172
C  3.3632  0.6054  -0.2842  0.348
I  4.4782  2.0242  -1.3144  0.101
C  2.2859  0.0267  -0.8020  -0.170
I  1.6530  0.2692  -2.7810  0.122
O  1.6071  -0.9478  -0.1085  -0.330
C  0.6749  -0.5956  0.8854  0.351
O  1.0490  -0.1795  1.9312  -0.420
N  -0.6635  -0.8934  0.5684  -0.222
C  -1.2610  -0.0991  -0.5198  -0.311
C  -2.7788  -0.2922  -0.4933  0.278
C  -3.4342  0.3970  0.6877  -1.378
O  -3.3513  0.2447  -1.6807  -0.560
H  4.9434  0.5514  1.1686  0.462
H  3.3331  0.7748  1.8675  0.269
H  3.8092  -0.8112  1.2561  0.274
H  -0.7027  -1.8773  0.3113  0.285
H  -1.0286  0.9549  -0.3474  0.402
H  -0.8912  -0.3995  -1.5048  0.034
H  -2.9649  -1.3754  -0.4327  0.268
H  -3.1454  1.4515  0.7055  0.330
H  -4.5185  0.3546  0.5817  0.354
H  -3.1272  -0.0711  1.6227  0.359
H  -3.2268  -0.3765  -2.4042  0.326

Total charge ... 0
LUMO ... 0.2 eV
ΔE to the lowest compared entry with this formula, charge and spin ... 0.0 kcal/mol
E_tot ... -31269.8772 eV
Maximum force ... 0.59 eV/A

***

Record 5
Computed, not measured: C7H11N as an isolated structure at a distorted geometry, with ωB97M-V/def2-TZVPD.

Last column: Mulliken charge in e.
Cartesian coordinates (Å):
C  1.9073  1.3003  1.0667  -1.131
C  1.0586  0.3442  0.6392  0.095
C  1.5142  -0.9843  -0.0188  -0.476
C  0.2054  -1.6363  -0.4981  -0.759
C  -1.9420  0.0403  -0.8633  -0.498
C  -1.5214  1.2553  -0.0520  -0.444
C  -0.4377  0.3221  0.4910  0.170
H  1.4573  2.1647  1.5012  0.300
H  2.9569  1.1233  1.1377  0.323
H  2.0703  -1.5602  0.7129  0.432
H  2.1112  -0.6242  -0.8593  0.249
H  -0.2036  -2.3216  0.2433  0.286
H  0.1623  -2.2570  -1.4306  0.350
H  -2.6700  -0.5566  -0.3549  0.288
H  -2.2682  0.1113  -1.9173  0.278
H  -2.2880  1.7125  0.6660  0.294
H  -1.0716  1.9662  -0.7232  0.263
H  -0.7899  -0.2557  1.3901  0.167
N  -0.5962  -0.4790  -0.7077  -0.187

Total charge ... 0
LUMO ... 1.2 eV
ΔE to the lowest compared entry with this formula, charge and spin ... 68.4 kcal/mol
E_tot ... -8924.7646 eV
Maximum force ... 2.51 eV/A

***

Record 6
Computed, not measured: C7H11N as an isolated structure at a distorted geometry, with ωB97M-V/def2-TZVPD.

Last column: Mulliken charge in e.
Cartesian coordinates (Å):
C  -1.9447  0.6882  0.1746  -0.375
C  -0.6122  -0.7738  0.2667  -0.133
C  0.8408  -1.1478  0.0432  -0.338
C  1.4131  0.1185  0.9507  -0.604
C  0.9729  1.0545  -0.1368  -0.414
C  1.3589  -0.2706  -1.0705  -0.689
C  -0.5654  0.6747  -0.3545  0.006
H  -2.1589  0.6347  1.3034  0.245
H  -2.7790  1.4108  -0.2897  0.265
H  -2.6618  -1.3998  -0.0244  0.217
H  -0.7296  -0.6703  1.3276  0.316
H  1.4262  -2.0498  0.3793  0.343
H  2.5121  -0.0183  0.9917  0.320
H  0.8820  0.3097  1.9793  0.284
H  1.2958  2.1156  -0.3280  0.365
H  0.7814  -0.2748  -1.9738  0.417
H  2.4735  -0.2166  -1.3022  0.256
H  -0.4918  0.5668  -1.5190  0.129
N  -2.0134  -0.7518  -0.4177  -0.608

Total charge ... 0
LUMO ... 1.1 eV
ΔE to the lowest compared entry with this formula, charge and spin ... 144.1 kcal/mol
E_tot ... -8921.4789 eV
Maximum force ... 5.31 eV/A